{"formula": "C23H43N2OP3SV", "method": "the ωB97M-V functional and the def2-TZVPD basis", "gap_ev": [7.0301, 7.3542], "spin_multiplicity": 3, "total_energy_ev": -93939.977, "relative_energy_ev": 0.3433, "lumo_ha": [-0.346, -0.348], "total_charge": 3, "s_squared": 2.03, "symbols": ["V", "P", "P", "P", "H", "C", "C", "H", "C", "C", "C", "C", "C", "C", "C", "C", "C", "H", "H", "H", "H", "H", "H", "H", "H", "H", "H", "H", "H", "H", "H", "H", "H", "H", "H", "H", "H", "H", "H", "H", "H", "H", "H", "H", "H", "H", "C", "C", "C", "C", "C", "C", "S", "H", "H", "H", "H", "H", "H", "N", "C", "O", "C", "C", "C", "C", "N", "C", "H", "H", "H", "H", "H", "H"], "coordinates": [[0.6082, -0.9098, -0.7817], [2.4825, 1.0580, 0.5924], [-0.9988, -0.0163, 1.3304], [-2.4565, 3.7672, -2.8308], [1.1782, 0.0425, -4.0214], [0.7068, 0.6643, -3.2509], [1.3158, 0.5235, -1.8757], [2.3565, 0.1069, -1.9146], [3.6800, 0.3006, 1.7496], [1.8415, 2.4231, 1.6255], [3.6805, 2.0035, -0.4537], [-2.6129, -0.8725, 1.5447], [-0.4402, -0.2113, 3.0882], [-1.5758, 1.7212, 1.3415], [-2.7131, 4.8912, -4.2165], [-1.2076, 4.4697, -1.7293], [-3.9960, 3.6714, -1.8913], [0.7365, 1.7074, -3.6110], [1.3608, 1.5434, -1.4691], [4.3490, -0.3669, 1.1936], [3.1486, -0.2862, 2.5065], [4.2614, 1.0988, 2.2298], [1.2794, 2.0334, 2.4796], [1.1980, 3.0791, 1.0307], [2.6928, 3.0112, 1.9893], [4.4183, 1.3245, -0.9018], [4.2057, 2.7389, 0.1687], [3.1645, 2.5343, -1.2633], [-3.2721, -0.2247, 2.1391], [-2.4913, -1.8274, 2.0721], [-3.0725, -1.0696, 0.5719], [-1.0241, 0.4487, 3.7463], [0.6229, 0.0236, 3.2053], [-0.5995, -1.2485, 3.4139], [-2.4111, 1.8196, 2.0488], [-1.9119, 1.9924, 0.3332], [-0.7733, 2.4063, 1.6324], [-3.5745, 5.5412, -4.0140], [-2.9145, 4.3023, -5.1182], [-1.8152, 5.5010, -4.3764], [-1.1602, 5.5595, -1.8692], [-0.2247, 4.0402, -1.9568], [-1.4558, 4.2530, -0.6811], [-4.6901, 4.4482, -2.2396], [-3.7953, 3.8103, -0.8202], [-4.4473, 2.6846, -2.0491], [-0.6876, -1.2446, -2.5408], [-1.5981, -1.6620, -1.5641], [-1.4816, -2.9451, -1.0146], [-0.2945, -3.6317, -1.1259], [0.7917, -3.0636, -1.8193], [0.5610, -1.9465, -2.6364], [-1.0792, 0.3031, -3.4353], [-2.0726, 2.4723, -3.3089], [-2.5095, -1.0849, -1.4408], [-2.3320, -3.3989, -0.4978], [-0.1871, -4.6339, -0.7015], [1.7520, -3.5828, -1.8901], [1.3537, -1.6624, -3.3293], [-0.4889, -5.4856, 3.9605], [-0.6653, -4.3480, 3.2152], [-1.7671, -3.7911, 3.1273], [0.5485, -3.8258, 2.5223], [1.8791, -4.1995, 2.7649], [2.8759, -3.5689, 2.0179], [2.5408, -2.6290, 1.0274], [1.2680, -2.2484, 0.8271], [0.3034, -2.8660, 1.5386], [-1.3141, -5.9114, 4.3358], [0.3295, -6.0579, 3.8660], [2.1081, -4.9521, 3.5180], [3.9267, -3.7895, 2.1871], [3.3121, -2.1825, 0.3866], [-0.7263, -2.5749, 1.3122]], "forces_ev_per_a": [[-0.29, 0.20, 4.98], [0.94, -0.44, 0.76], [-0.55, 0.02, 0.81], [-0.39, 0.78, 0.06], [0.06, 0.53, 0.16], [0.09, 1.50, -1.95], [0.17, 1.43, -1.56], [-0.40, 0.51, -0.26], [-0.08, 0.09, 0.09], [-0.11, 0.06, -0.02], [-0.28, -0.15, -0.22], [-0.13, -0.07, -0.36], [0.46, -0.08, -0.17], [0.09, 0.24, -0.30], [0.16, -0.20, -0.35], [0.40, -0.25, 0.10], [-0.16, -0.47, 0.04], [0.52, -0.36, 0.02], [0.01, -0.54, 0.03], [-0.03, 0.21, 0.20], [0.18, 0.12, -0.01], [-0.02, -0.34, -0.03], [0.11, 0.16, -0.12], [0.08, -0.04, 0.12], [-0.21, -0.11, -0.01], [-0.18, 0.16, 0.10], [-0.11, -0.23, -0.10], [0.24, -0.04, 0.18], [0.14, -0.27, -0.16], [-0.01, 0.18, -0.07], [-0.18, 0.10, 0.29], [0.10, -0.16, -0.30], [-0.17, -0.02, 0.04], [-0.01, 0.31, -0.12], [0.27, 0.01, -0.21], [-0.05, 0.00, 0.17], [-0.22, -0.17, -0.06], [0.29, -0.15, 0.01], [-0.02, 0.22, 0.08], [-0.22, -0.16, -0.03], [-0.09, -0.33, 0.01], [-0.12, 0.21, 0.03], [0.06, 0.04, -0.34], [0.21, -0.25, 0.12], [-0.08, -0.05, -0.34], [-0.10, 0.26, 0.08], [-0.78, 0.04, -0.64], [-0.32, -0.15, -1.19], [-0.12, -0.50, 0.44], [0.08, -0.69, -0.17], [-0.35, -0.12, -0.92], [-0.31, -0.51, -1.33], [1.38, -2.06, 1.30], [-0.22, 0.88, 0.43], [0.16, -0.08, 0.07], [0.32, 0.25, 0.03], [-0.04, 0.40, -0.02], [-0.35, 0.21, 0.09], [-0.45, -0.13, 0.15], [0.07, 1.22, -0.96], [-1.45, -1.20, 1.10], [1.59, -0.22, -0.24], [0.36, 0.65, -0.79], [-0.36, 0.48, -0.33], [0.07, 0.18, -0.36], [0.04, -0.45, 0.71], [0.13, -0.40, -0.01], [0.31, 0.17, 0.41], [-0.27, -0.13, 0.23], [0.03, -0.09, 0.08], [0.18, 0.29, -0.16], [-0.21, -0.09, -0.08], [-0.38, -0.16, 0.39], [0.50, -0.29, 0.37]]}



{"formula": "C23H43N3O7S2", "method": "the ωB97M-V functional and the def2-TZVPD basis", "gap_ev": 6.5837, "spin_multiplicity": 1, "total_energy_ev": -65004.284, "relative_energy_ev": 15.0513, "lumo_ha": -0.069, "symbols": ["C", "C", "O", "C", "C", "C", "O", "N", "O", "C", "S", "C", "N", "S", "N", "C", "C", "C", "O", "C", "H", "H", "H", "H", "H", "H", "H", "H", "H", "H", "H", "H", "H", "C", "C", "O", "C", "C", "H", "H", "H", "H", "H", "H", "H", "H", "H", "H", "C", "C", "O", "C", "C", "H", "H", "H", "H", "H", "H", "H", "H", "H", "H", "C", "C", "O", "C", "C", "H", "H", "H", "H", "H", "H", "H", "H", "H", "H"], "coordinates": [[4.1908, -0.6823, 3.3891], [4.6674, -1.1101, 1.8792], [3.7753, -0.6713, 0.7949], [3.0087, 0.5330, 1.1503], [1.3673, 0.4579, 1.2917], [0.6564, -1.0108, 1.0146], [0.1404, -0.9406, -0.3927], [1.1798, -0.7377, -1.2443], [0.9568, 0.2520, -1.9337], [0.3871, 1.7451, 1.6510], [-1.4895, 1.5065, 1.7538], [1.0363, 3.2327, 1.9111], [0.3840, 4.5630, 2.2289], [1.8036, 5.6234, 2.2953], [3.2588, 4.6992, 1.9740], [2.6980, 3.2850, 1.7577], [3.6972, 2.0165, 1.3809], [5.3185, 2.2027, 1.2240], [5.9209, 1.4954, 0.0822], [5.1881, 1.7333, -1.1720], [4.7876, -1.3654, 4.1571], [4.5340, 0.4234, 3.5883], [3.0551, -0.8498, 3.6190], [5.7990, -0.7841, 1.7060], [4.6826, -2.3028, 1.8304], [1.4244, -1.8928, 1.0905], [-0.2412, -1.2406, 1.7647], [-1.8044, 0.5541, 2.7436], [5.8845, 1.8560, 2.2032], [5.5233, 3.3760, 1.1490], [5.9084, 1.6867, -2.1125], [4.4306, 0.8207, -1.3081], [4.5467, 2.7118, -1.1926], [-5.6812, -0.5341, 6.5297], [-4.9536, 0.7286, 6.1048], [-4.3675, 0.6382, 4.8064], [-5.2632, 0.3961, 3.7244], [-6.3201, 1.4733, 3.5588], [-5.0032, -1.3942, 6.5059], [-6.0739, -0.4243, 7.5459], [-6.5209, -0.7629, 5.8699], [-4.1321, 0.9150, 6.8051], [-5.6102, 1.6038, 6.1624], [-5.7175, -0.5938, 3.8243], [-4.6511, 0.3620, 2.8144], [-6.9703, 1.5445, 4.4345], [-6.9511, 1.2594, 2.6901], [-5.8508, 2.4535, 3.4198], [-4.6872, -4.2457, -2.7942], [-4.2176, -4.7650, -1.4472], [-2.8150, -4.6072, -1.2340], [-2.3180, -3.2716, -1.2619], [-2.9372, -2.3715, -0.2078], [-4.1469, -4.7432, -3.6070], [-5.7593, -4.4292, -2.9209], [-4.5173, -3.1720, -2.8995], [-4.4220, -5.8397, -1.3927], [-4.7783, -4.3041, -0.6265], [-2.4321, -2.8469, -2.2634], [-1.2383, -3.3366, -1.0776], [-4.0153, -2.2596, -0.3495], [-2.4893, -1.3733, -0.2466], [-2.7809, -2.7885, 0.7932], [2.1111, 2.0829, -7.6486], [3.4287, 1.4289, -7.2735], [3.7904, 1.6208, -5.9060], [2.8819, 1.1088, -4.9343], [2.6680, -0.3909, -5.0342], [2.1422, 3.1574, -7.4375], [1.9042, 1.9399, -8.7143], [1.2733, 1.6646, -7.0865], [4.2283, 1.8772, -7.8730], [3.4252, 0.3605, -7.5165], [1.9322, 1.6494, -4.9832], [3.3143, 1.3370, -3.9521], [2.2256, -0.6767, -5.9920], [1.9976, -0.7352, -4.2401], [3.6222, -0.9217, -4.9438]], "forces_ev_per_a": [[1.06, -0.25, 0.25], [0.98, -1.51, 1.51], [-1.53, 2.97, 2.04], [-0.93, 4.08, 0.76], [-0.05, 2.34, 0.81], [0.77, 0.46, 0.65], [-0.65, -0.06, 2.20], [0.04, 3.38, -2.24], [0.63, -3.33, 1.71], [3.51, -1.42, 0.06], [1.45, 0.02, 0.17], [1.31, -0.23, -0.33], [6.03, -3.66, -1.27], [0.07, -3.23, -0.62], [-5.70, -4.06, -0.22], [0.22, 1.16, -0.02], [-2.99, -2.35, -0.20], [-0.27, 1.13, 0.49], [-1.73, 1.51, 0.37], [-1.06, -1.18, -1.16], [-1.16, 1.40, -1.71], [-1.04, -2.16, -0.27], [2.16, 0.48, -0.71], [-2.58, -0.32, 0.16], [-0.23, 2.63, -0.10], [-1.25, 1.92, -0.15], [1.86, 0.75, -2.12], [1.11, 0.90, -0.74], [-1.25, 0.41, -2.10], [-0.56, -2.44, 0.01], [-1.23, 0.28, 2.31], [1.49, 2.01, 0.24], [1.45, -1.65, 0.22], [-0.06, -0.17, -0.05], [0.05, -0.02, -0.07], [0.10, -0.01, 0.00], [0.07, 0.10, 0.02], [-0.09, 0.17, 0.08], [-0.07, 0.14, 0.04], [0.08, 0.00, -0.13], [-0.02, 0.05, 0.09], [0.02, 0.00, -0.30], [-0.06, -0.07, -0.02], [-0.10, -0.01, 0.03], [0.07, 0.01, 0.28], [-0.01, -0.07, -0.10], [0.11, 0.02, 0.10], [-0.04, -0.16, -0.03], [0.03, 0.09, -0.16], [0.16, 0.00, -0.01], [-0.06, -0.10, 0.01], [0.07, -0.08, 0.11], [-0.14, 0.10, 0.11], [-0.10, 0.02, 0.13], [0.14, 0.00, 0.03], [-0.09, -0.03, 0.04], [0.26, 0.13, 0.06], [-0.02, 0.08, -0.06], [-0.08, 0.08, 0.00], [-0.25, -0.20, -0.06], [0.07, 0.06, -0.03], [-0.01, -0.13, -0.02], [0.02, 0.02, -0.11], [-0.16, 0.09, 0.05], [0.04, 0.04, 0.16], [0.08, 0.04, -0.11], [0.09, -0.05, 0.05], [0.00, -0.19, -0.10], [0.04, -0.14, -0.06], [0.05, 0.03, 0.13], [0.02, -0.04, -0.09], [0.00, -0.03, 0.29], [-0.10, 0.01, 0.01], [-0.08, -0.06, -0.03], [0.06, 0.08, -0.29], [-0.05, 0.02, 0.08], [0.13, 0.10, -0.10], [-0.12, 0.09, 0.03]]}



{"formula": "C23H44BiNP3S", "method": "the ωB97M-V functional and the def2-TZVPD basis", "gap_ev": [3.0784, 2.9396], "spin_multiplicity": 1, "total_energy_ev": -70567.294, "relative_energy_ev": 0.0000, "lumo_ha": [-0.450, -0.452], "total_charge": 3, "symbols": ["Bi", "P", "P", "P", "H", "C", "C", "H", "C", "C", "C", "C", "C", "C", "C", "C", "C", "H", "H", "H", "H", "H", "H", "H", "H", "H", "H", "H", "H", "H", "H", "H", "H", "H", "H", "H", "H", "H", "H", "H", "H", "H", "H", "H", "H", "H", "C", "C", "C", "C", "C", "C", "S", "H", "H", "H", "H", "H", "H", "N", "C", "C", "C", "C", "C", "C", "H", "H", "H", "H", "H", "H", "H"], "coordinates": [[0.0765, -0.0180, -0.0013], [1.3312, -2.6710, -0.5180], [1.2263, -0.0170, 2.4958], [-0.7372, -0.2174, -2.7268], [1.1840, 7.7961, 0.8333], [0.3400, 7.8518, 0.1428], [-0.8924, 7.8036, 0.6512], [-1.0170, 7.6384, 1.7210], [3.0528, -2.5000, -1.2062], [1.6164, -3.8189, 0.8770], [0.5752, -3.8204, -1.7214], [0.5616, 1.4426, 3.3494], [1.0667, -1.4205, 3.6623], [3.0111, 0.2909, 2.3302], [-1.6186, 1.2917, -3.2408], [-1.8499, -1.5392, -3.3534], [0.6745, -0.2696, -3.8733], [0.5785, 7.9114, -0.9082], [-1.7884, 7.8350, 0.0509], [3.4445, -3.5129, -1.3858], [3.6852, -1.9786, -0.4695], [3.0120, -1.9365, -2.1521], [2.1555, -4.6829, 0.4839], [0.6513, -4.1424, 1.2760], [2.2127, -3.3333, 1.6535], [1.2343, -4.6862, -1.8040], [0.4742, -3.3445, -2.6999], [-0.3978, -4.1407, -1.3427], [0.9369, 1.4780, 4.3785], [-0.5335, 1.3939, 3.3612], [0.8454, 2.3581, 2.8203], [2.0263, -1.6075, 4.1719], [0.7643, -2.3325, 3.1214], [0.2979, -1.1897, 4.4155], [3.4068, 0.7242, 3.2553], [3.1881, 0.9845, 1.5018], [3.5415, -0.6441, 2.1164], [-1.7787, 1.2551, -4.3228], [-1.0387, 2.1839, -2.9857], [-2.5814, 1.3577, -2.7230], [-1.8357, -1.5241, -4.4573], [-2.8758, -1.3471, -3.0010], [-1.5338, -2.5299, -2.9935], [0.3406, 0.0752, -4.8570], [1.0738, -1.2850, -3.9607], [1.4692, 0.3923, -3.5141], [-0.4869, 3.5629, -0.0053], [0.5889, 3.6409, -0.9030], [1.6201, 4.5273, -0.6288], [1.4750, 5.4584, 0.3873], [0.4165, 5.3330, 1.3055], [-0.5904, 4.4167, 1.0967], [-1.6402, 2.3221, -0.0847], [1.0923, 1.4285, -0.4056], [0.5859, 3.0000, -1.7784], [2.5410, 4.5280, -1.2151], [2.1420, 6.3251, 0.3975], [0.3233, 6.0685, 2.0983], [-1.5011, 4.3826, 1.6836], [-2.6813, -1.7738, 1.1282], [-2.6278, -3.1287, 0.8717], [-3.1090, -3.6507, -0.3461], [-3.0050, -5.0120, -0.6423], [-2.4212, -5.8836, 0.2860], [-1.9369, -5.3847, 1.5029], [-2.0457, -4.0201, 1.7883], [-3.2815, -1.1905, 0.5551], [-2.5398, -1.4537, 2.0787], [-3.5870, -2.9772, -1.0558], [-3.3920, -5.4059, -1.5977], [-2.3426, -6.9515, 0.0606], [-1.4782, -6.0762, 2.2315], [-1.6950, -3.6404, 2.7398]], "forces_ev_per_a": [[-0.98, -0.25, -0.17], [1.27, -0.67, -0.37], [0.73, -0.05, 0.92], [-0.44, -0.13, -1.10], [-0.30, 0.57, -0.24], [-0.21, 0.23, 0.54], [0.37, -0.12, -0.08], [-0.18, 0.41, -0.21], [-0.60, 0.50, 0.26], [-0.35, 0.65, 0.25], [-0.44, 0.67, 0.06], [-0.27, 0.04, -0.18], [-0.27, -0.25, -0.10], [0.06, 0.00, -0.20], [-0.03, 0.17, 0.17], [-0.03, -0.13, 0.35], [0.26, 0.02, 0.23], [-0.13, 0.28, -0.14], [-0.06, 0.11, -0.11], [-0.13, 0.33, 0.05], [-0.12, -0.17, -0.40], [0.19, -0.20, 0.36], [0.02, 0.07, -0.02], [0.12, -0.01, 0.05], [-0.04, -0.18, -0.04], [0.06, 0.07, 0.03], [-0.01, -0.18, 0.09], [-0.05, -0.03, -0.12], [-0.04, 0.00, -0.17], [0.15, -0.01, 0.12], [0.06, -0.12, 0.08], [-0.34, 0.15, -0.19], [0.12, 0.34, 0.30], [0.25, -0.09, -0.25], [-0.04, -0.10, -0.10], [0.05, -0.03, 0.17], [-0.09, 0.15, 0.07], [0.00, -0.02, 0.10], [-0.13, -0.16, -0.17], [0.17, -0.03, -0.17], [0.01, 0.05, 0.43], [0.35, -0.09, -0.15], [-0.19, 0.36, -0.19], [0.07, -0.11, 0.08], [-0.05, 0.15, -0.02], [-0.05, -0.07, -0.15], [-1.55, -1.42, 0.31], [1.36, 0.22, -0.33], [0.25, -0.61, -0.98], [0.18, -0.20, -0.02], [-1.07, 0.17, 0.43], [0.90, 1.15, 0.75], [0.21, -0.03, -0.19], [0.51, -0.71, -0.11], [0.18, 0.17, 0.08], [-0.49, 0.16, -0.16], [0.09, -0.82, 0.40], [0.15, -0.35, 0.02], [0.29, -0.02, 0.24], [0.69, 1.22, -0.14], [0.02, -1.46, -0.48], [0.11, 0.03, 0.04], [0.00, 0.00, 0.11], [0.15, -0.07, -0.04], [-0.07, -0.03, -0.15], [0.04, -0.12, -0.19], [-0.09, -0.34, 0.39], [-0.40, -0.20, -0.19], [0.01, -0.11, 0.08], [0.20, 0.30, 0.64], [-0.06, 0.43, 0.11], [-0.36, 0.52, -0.42], [0.01, 0.00, 0.13]]}